{
  "formula": "C4H3ClFNO",
  "method": "ωB97M-V with the def2-TZVPD basis set",
  "total_energy_ev": -22969.239,
  "homo_ev": -11.00,
  "smiles": "N#C[C@@H](O)/C(Cl)=C\\F",
  "spin_multiplicity": 1,
  "gap_ha": 0.4008,
  "e_above_lowest_ev": 4.234,
  "species": ["C", "C", "C", "C", "H", "H", "H", "N", "O", "F", "Cl"],
  "coordinates": [[-0.671, 0.067, 0.358], [-1.709, 0.279, -0.573], [0.763, -0.191, -0.011], [1.697, 0.594, -0.075], [-0.569, -1.921, 0.674], [-0.834, 0.965, 1.153], [2.637, 0.283, -0.631], [-2.616, 0.838, -1.279], [-1.256, -1.089, 1.197], [1.632, 1.958, -0.062], [0.927, -1.782, -0.751]]
}

{
  "formula": "C4H3ClN2",
  "method": "ωB97M-V with the def2-TZVPD basis set",
  "total_energy_ev": -19696.993,
  "homo_ev": -10.00,
  "smiles": "Clc1ccnnc1",
  "spin_multiplicity": 1,
  "gap_ha": 0.3719,
  "e_above_lowest_ev": 2.001,
  "species": ["C", "C", "C", "C", "H", "H", "H", "N", "N", "Cl"],
  "coordinates": [[-0.993, -0.293, -0.131], [-0.361, 0.914, 0.028], [1.012, 0.906, -0.119], [-0.141, -1.289, -0.089], [-0.905, 1.915, 0.235], [1.656, 1.840, -0.019], [-0.537, -2.341, -0.006], [1.835, -0.161, 0.024], [1.221, -1.292, 0.071], [-2.787, -0.200, 0.006]]
}

{
  "formula": "C4H3ClNS",
  "method": "ωB97M-V with the def2-TZVPD basis set",
  "total_charge": -1,
  "total_energy_ev": -29044.043,
  "homo_ev": -2.70,
  "smiles": "[S-][C@@H]1N=CC=C1Cl",
  "spin_multiplicity": 1,
  "gap_ha": 0.2282,
  "e_above_lowest_ev": 0.907,
  "species": ["C", "C", "C", "C", "N", "S", "Cl", "H", "H", "H"],
  "coordinates": [[-0.158, -0.664, -0.629], [0.668, 0.416, -0.234], [-1.325, -0.461, 0.003], [-1.290, 0.835, 0.734], [0.176, 1.285, 0.572], [-2.231, 1.948, -0.362], [-2.683, -1.523, 0.168], [0.218, -1.446, -1.432], [1.712, 0.430, -0.551], [-1.517, 0.921, 1.712]]
}

{
  "formula": "C4H3DyLiO",
  "method": "ωB97M-V with the def2-TZVPD basis set",
  "total_energy_ev": -30522.534,
  "homo_ev": [-7.00, -7.42],
  "spin_multiplicity": 7,
  "gap_ha": [0.2007, 0.1934],
  "species": ["H", "O", "C", "C", "H", "H", "Dy", "Li", "C", "C"],
  "coordinates": [[-1.875, 0.087, 1.398], [0.105, 0.014, 2.068], [-0.866, -0.274, 1.088], [-0.502, 0.310, -0.266], [-0.984, -1.382, 0.997], [-1.365, 0.227, -0.952], [1.511, 1.228, 1.037], [0.544, 1.775, -1.605], [2.305, -0.831, -2.035], [1.127, -1.154, -1.730]]
}

{
  "formula": "C4H3F",
  "method": "ωB97M-V with the def2-TZVPD basis set",
  "total_energy_ev": -6905.784,
  "homo_ev": [-9.40, -9.40],
  "spin_multiplicity": 1,
  "gap_ha": [0.2881, 0.2882],
  "e_above_lowest_ev": 5.543,
  "species": ["C", "C", "C", "C", "F", "H", "H", "H"],
  "coordinates": [[-0.267, 0.802, 0.308], [-0.286, 0.076, -0.914], [-0.308, -0.768, 0.214], [-1.414, -0.006, 0.829], [-3.260, -0.029, -0.092], [0.495, 1.383, 0.729], [-0.700, 0.116, -1.907], [0.364, -1.473, 0.704]]
}

{
  "formula": "C4H3F3",
  "method": "ωB97M-V with the def2-TZVPD basis set",
  "total_energy_ev": -12345.323,
  "homo_ev": -8.88,
  "smiles": "C=C(F)/C(F)=C\\F",
  "spin_multiplicity": 1,
  "gap_ha": 0.3156,
  "e_above_lowest_ev": 2.285,
  "species": ["C", "C", "C", "C", "H", "H", "H", "F", "F", "F"],
  "coordinates": [[-1.673, 0.567, -0.080], [-0.668, -0.379, 0.141], [0.571, -0.233, -0.505], [1.840, -0.474, 0.173], [-2.709, 0.525, 0.445], [2.895, -0.085, -0.006], [1.782, -0.822, 1.332], [-1.690, 1.448, -1.217], [-0.887, -1.097, 1.260], [0.540, 0.549, -1.543]]
}